{
  "formula": "C6H9NO",
  "method": "ωB97M-V/def2-TZVPD",
  "fmax_ev_per_a": 5.7,
  "charge": 0,
  "e_lumo_ev": 1.06,
  "total_energy_ev": -9897.590,
  "orbital_gap_ev": 10.18,
  "elements": ["C", "C", "C", "C", "C", "C", "H", "H", "H", "H", "H", "H", "H", "H", "H", "N", "O"],
  "positions_angstrom": [[2.1148, 0.4435, 0.2923], [0.6886, -0.7755, -0.1975], [-0.8446, -0.9936, -0.4994], [-1.4503, -0.4569, 0.7819], [-0.8677, 1.0038, 0.1516], [0.6471, 0.6835, -0.2903], [2.0668, 0.3795, 1.4378], [2.9001, 0.9826, 0.0320], [0.5965, -1.1753, 0.7981], [-1.4244, -1.7980, -0.8181], [-2.5929, -0.4100, 0.9033], [-1.0518, -1.0821, 1.5447], [-1.3617, 1.8646, 0.3789], [-0.8514, 0.4290, -1.7738], [0.7918, 1.3856, -1.2554], [-1.3764, 0.2913, -0.9907], [2.0154, -0.7719, -0.4953]]
}